1.
{"formula": "C10H11NO3", "method": "ωB97M-V/def2-TZVPD", "elements": ["C", "C", "C", "C", "C", "C", "C", "C", "C", "C", "H", "H", "H", "H", "H", "H", "H", "H", "H", "H", "H", "N", "O", "O", "O"], "coordinates": [[0.2697, -2.6174, -0.5975], [1.1932, -0.8523, 0.8753], [2.5098, -0.6788, 1.4042], [3.1083, 0.5402, 1.5029], [2.4928, 1.6609, 1.0140], [1.1793, 1.5319, 0.4680], [0.6621, 0.1367, 0.2927], [-0.6597, -0.0276, -0.2162], [-1.2006, 1.0385, -1.0417], [-2.4533, 0.8851, -1.6235], [-1.4299, -2.3203, -0.9201], [1.2989, -1.6287, -1.8088], [0.7444, -4.2819, 0.1484], [3.1297, -1.5367, 1.8449], [4.4242, 0.4201, 1.3695], [2.7367, 2.8644, 0.5776], [0.8378, 2.4205, 0.0913], [-0.9670, -1.1826, -0.4593], [-0.8274, 2.3091, -0.8857], [-4.4675, 1.1232, -1.0501], [-3.3739, -0.0991, 1.0896], [-3.5625, 0.3234, -0.8921], [0.6665, -2.1481, 0.9624], [-2.8784, 1.4422, -2.6212], [-3.4331, 0.6773, 0.4754]], "homo_ha": -0.3265, "e_lumo_ev": -2.24, "e_tot_ha": -667.4143, "gap_ev": 6.65, "de_lowest_kcal_mol": 475.20, "multiplicity": 1}

2.
{"formula": "C23H23Cl2IrN3O4", "method": "ωB97M-V/def2-TZVPD", "elements": ["Ir", "O", "C", "N", "C", "C", "C", "C", "C", "C", "N", "C", "C", "C", "C", "C", "N", "H", "H", "H", "H", "H", "H", "H", "H", "H", "H", "Cl", "C", "C", "C", "Cl", "C", "O", "C", "C", "O", "C", "H", "H", "H", "C", "C", "O", "C", "C", "H", "H", "H", "H", "H", "H", "H", "H", "H", "H"], "coordinates": [[-0.4054, 0.1981, -0.0347], [3.0570, -2.2003, -0.3817], [2.1104, -1.4775, -0.5833], [1.3613, -0.8830, 0.4081], [1.7661, -1.1186, 1.7646], [0.8404, -0.4360, 2.7216], [0.9100, -0.6592, 4.0901], [0.0029, -0.0298, 4.9233], [-0.9496, 0.8184, 4.3715], [-0.9470, 1.0078, 3.0058], [-0.0694, 0.3924, 2.2033], [1.6458, -1.1079, -1.9598], [2.1975, -1.6992, -3.0815], [1.7094, -1.3235, -4.3257], [0.7204, -0.3546, -4.4008], [0.2368, 0.2057, -3.2274], [0.6877, -0.1857, -2.0385], [2.7963, -0.7701, 1.9122], [1.8022, -2.1939, 1.9730], [1.6665, -1.3228, 4.4879], [0.0333, -0.1944, 5.9921], [-1.6747, 1.3321, 4.9862], [-1.6528, 1.6854, 2.5424], [2.9874, -2.4270, -2.9599], [2.1022, -1.7775, -5.2255], [0.3273, -0.0274, -5.3530], [-0.5044, 0.9942, -3.2387], [-7.1611, -3.3970, 0.1734], [-5.5814, -2.8162, 0.3484], [-4.7804, -3.2802, 1.4003], [-3.4959, -2.8252, 1.5326], [-2.5089, -3.3637, 2.8022], [-2.9174, -1.8679, 0.5879], [-1.7224, -1.5443, 0.6966], [-3.8039, -1.3777, -0.4524], [-3.3682, -0.3598, -1.3912], [-2.2767, 0.1950, -1.4189], [-5.0854, -1.8607, -0.5608], [-5.1692, -4.0021, 2.1062], [-4.1168, -0.0680, -2.1422], [-5.7319, -1.5045, -1.3549], [2.3515, 2.4471, -0.7559], [1.1711, 3.2244, -0.2227], [-0.0601, 2.5006, -0.4215], [-1.2282, 3.2330, 0.0001], [-1.8585, 3.9875, -1.1546], [3.2613, 3.0088, -0.5490], [2.2789, 2.2992, -1.8330], [2.4276, 1.4762, -0.2654], [1.0857, 4.1798, -0.7446], [1.2992, 3.4220, 0.8458], [-0.9548, 3.9117, 0.8106], [-1.9407, 2.4970, 0.3895], [-1.2297, 4.8164, -1.4768], [-2.8198, 4.3929, -0.8387], [-2.0198, 3.3167, -1.9987]], "total_charge": 2, "homo_ha": [-0.5179, -0.5555], "e_lumo_ev": [-6.72, -9.06], "e_tot_ha": -2379.5344, "gap_ev": [7.37, 6.06], "multiplicity": 6}

3.
{"formula": "C5H11FeO4", "method": "ωB97M-V/def2-TZVPD", "elements": ["O", "C", "C", "O", "C", "C", "O", "C", "Fe", "H", "H", "H", "H", "H", "H", "H", "H", "H", "H", "O", "H"], "coordinates": [[2.1330, 0.3509, 1.3178], [1.5077, -0.4967, 2.0346], [0.1283, -0.7152, 1.9155], [-0.5549, 0.2340, 1.1478], [-1.1935, -0.2839, -0.0139], [-1.1723, 0.7623, -1.0969], [0.1762, 1.1439, -1.3018], [0.3692, 1.9308, -2.4627], [0.9336, 1.9986, 0.7073], [2.0621, -1.1318, 2.7474], [-0.4224, -0.9832, 2.8244], [-2.2310, -0.5698, 0.2159], [-0.6530, -1.1740, -0.3669], [-1.7752, 1.6431, -0.8139], [-1.5966, 0.3389, -2.0209], [1.4315, 2.1962, -2.5075], [0.0916, 1.3554, -3.3589], [-0.2324, 2.8534, -2.4169], [0.3290, -2.2114, 1.2547], [0.4852, -3.2676, 0.8087], [0.1839, -3.9739, 1.3862]], "homo_ha": [-0.2541, -0.3022], "e_lumo_ev": [0.70, -0.27], "e_tot_ha": -1761.6226, "gap_ev": [7.61, 7.95], "de_lowest_kcal_mol": 0.00, "multiplicity": 6}

4.
{"formula": "H2N3O4S", "method": "ωB97M-V/def2-TZVPD", "elements": ["N", "N", "N", "O", "O", "O", "O", "S", "H", "H"], "coordinates": [[1.7801, -1.4657, 0.2353], [1.1436, 0.5482, 0.0337], [0.9313, -0.7476, -0.2627], [-2.8382, 0.1991, -1.2661], [1.9344, -2.6791, 0.1638], [-1.1062, 1.8234, -0.4990], [-1.9406, 0.1125, 1.0964], [-1.7318, 0.4936, -0.3048], [0.2434, 1.0953, -0.1235], [1.5840, 0.6204, 0.9269]], "total_charge": -1, "homo_ha": [-0.1404, -0.1984], "e_lumo_ev": [2.09, 3.60], "e_tot_ha": -864.5185, "gap_ev": [5.92, 9.00], "de_lowest_kcal_mol": 39.27, "multiplicity": 1}

5.
{"formula": "C30H51F2FeO30", "method": "ωB97M-V/def2-TZVPD", "elements": ["Fe", "C", "C", "O", "O", "H", "H", "H", "C", "C", "O", "O", "H", "H", "H", "C", "C", "O", "O", "H", "H", "H", "C", "C", "O", "C", "O", "O", "F", "H", "H", "H", "C", "C", "O", "C", "O", "O", "F", "H", "H", "H", "C", "O", "C", "O", "O", "C", "H", "H", "H", "H", "H", "H", "C", "O", "C", "O", "O", "C", "H", "H", "H", "H", "H", "H", "C", "O", "C", "O", "O", "C", "H", "H", "H", "H", "H", "H", "C", "O", "C", "O", "O", "C", "H", "H", "H", "H", "H", "H", "C", "O", "C", "O", "O", "C", "H", "H", "H", "H", "H", "H", "C", "O", "C", "O", "O", "C", "H", "H", "H", "H", "H", "H"], "coordinates": [[-0.9320, 0.0756, 0.6666], [-2.7877, 1.1674, 4.1150], [-2.0632, 0.8231, 2.8296], [-0.8418, 0.9726, 2.5929], [-2.6715, 0.4042, 1.8085], [-2.0495, 1.3970, 4.8834], [-3.2993, 0.2539, 4.4183], [-3.5397, 1.9352, 4.2974], [2.9344, 1.0689, 0.3361], [1.5337, 0.6099, 0.2751], [0.5711, 1.3391, 0.0980], [1.1321, -0.5383, 0.6611], [3.3803, 1.4536, -0.5811], [3.5608, 0.2083, 0.5706], [3.1882, 1.7599, 1.1401], [-2.8866, -0.5521, -2.8856], [-2.1406, -0.4558, -1.5801], [-1.2572, -1.1935, -1.0445], [-2.1157, 0.5274, -0.9513], [-3.6684, -1.3107, -2.8509], [-2.2063, -0.9636, -3.6312], [-3.2189, 0.3941, -3.3127], [0.7870, -2.2776, -3.5439], [0.9736, -2.7021, -5.0075], [0.1625, -3.7846, -5.2221], [-0.3787, -4.1173, -4.0127], [-1.0886, -5.1077, -3.7852], [-0.0129, -3.3157, -3.0375], [2.2158, -3.2297, -5.0723], [0.5423, -1.2273, -3.3856], [1.8138, -2.2798, -3.1782], [0.7249, -1.9780, -5.7834], [4.3238, 0.6439, 4.0024], [3.2301, -0.0379, 4.6938], [3.6944, -1.4102, 4.6672], [4.3593, -1.5725, 3.5779], [4.4829, -2.7028, 3.2000], [4.7094, -0.3758, 3.0578], [2.2444, 0.1814, 3.8792], [5.1786, 1.0180, 4.5658], [3.9790, 1.4450, 3.3486], [3.1642, 0.5219, 5.6267], [0.5974, 5.5721, 0.6860], [1.5043, 6.5037, 0.1824], [1.4135, 6.9459, -1.1074], [0.5610, 6.5976, -1.9852], [2.3234, 7.9140, -1.2012], [2.5886, 8.6765, -2.3812], [-0.4043, 5.9706, 0.5253], [0.6969, 5.2433, 1.7205], [0.7164, 4.6466, 0.1227], [3.1677, 8.0047, -3.0148], [3.2388, 9.5102, -2.1160], [1.7274, 9.1521, -2.8504], [-6.8096, 6.5967, 2.4345], [-5.7754, 5.6222, 2.2386], [-5.8430, 4.5595, 1.3277], [-6.8479, 4.2549, 0.6457], [-4.6842, 3.9741, 1.3288], [-4.6511, 2.7141, 0.6147], [-7.4712, 6.4063, 1.5894], [-6.3865, 7.5936, 2.3111], [-7.3564, 6.3754, 3.3510], [-4.8173, 1.9803, 1.4034], [-3.6445, 2.5895, 0.2156], [-5.4281, 2.4952, -0.1177], [3.6501, 0.4133, -6.2480], [3.1380, -0.1882, -5.0193], [2.8839, 0.4609, -3.9210], [2.6263, -0.0104, -2.8115], [2.8645, 1.7707, -4.1815], [2.5768, 2.6753, -3.1039], [3.6436, -0.2007, -7.1486], [4.6719, 0.7365, -6.0494], [3.0432, 1.2653, -6.5543], [3.3869, 2.7788, -2.3820], [1.6875, 2.3539, -2.5618], [2.3296, 3.5651, -3.6830], [-1.7465, -5.5190, 1.8175], [-1.4910, -4.1583, 1.3327], [-1.0007, -3.1129, 2.0536], [-1.0924, -1.9652, 1.6292], [-0.6241, -3.5165, 3.2906], [-0.0524, -2.6280, 4.2173], [-2.1064, -6.1888, 1.0365], [-2.6182, -5.5237, 2.4719], [-0.8264, -5.8784, 2.2783], [0.9482, -2.3715, 3.8694], [0.0635, -3.1107, 5.1877], [-0.7199, -1.8448, 4.5767], [2.3886, -3.7227, -0.5488], [3.7801, -3.5355, -0.8755], [4.7201, -4.1000, -0.0804], [4.4568, -4.6649, 0.9983], [5.8606, -3.8946, -0.5939], [6.8012, -4.9720, -0.6469], [1.7271, -3.1584, -1.2062], [2.0321, -3.4230, 0.4367], [2.1374, -4.7642, -0.7493], [7.6132, -4.7883, 0.0567], [7.2191, -5.0391, -1.6514], [6.4876, -6.0088, -0.5248], [-4.3863, -3.7605, -1.4125], [-4.4692, -2.7145, -0.4635], [-4.8810, -2.9091, 0.6746], [-5.4535, -3.8895, 1.0905], [-4.3996, -1.9544, 1.4365], [-4.3965, -1.9410, 2.8062], [-3.7982, -3.3852, -2.2499], [-5.4185, -3.8501, -1.7512], [-4.0567, -4.6905, -0.9494], [-4.5720, -2.8646, 3.3577], [-5.2213, -1.2869, 3.0891], [-3.5513, -1.4519, 3.2904]], "homo_ha": [-0.3437, -0.3411], "e_lumo_ev": [0.32, -0.73], "e_tot_ha": -4894.2668, "gap_ev": [9.68, 8.55], "de_lowest_kcal_mol": 188.01, "multiplicity": 6}

6.
{"formula": "C2HMgO3", "method": "ωB97M-V/def2-TZVPD", "elements": ["O", "O", "O", "C", "C", "Mg", "H"], "coordinates": [[-0.6709, -1.2282, 0.7690], [-1.5339, 1.7469, 0.2265], [-0.5335, -1.2833, -1.2691], [-1.2107, 0.7754, -0.3135], [-0.4607, -0.4679, -0.1942], [-0.5159, -1.4991, -3.2364], [-0.7445, -2.1796, -0.4533]], "total_charge": 2, "homo_ha": [-0.6574, -0.7633], "e_lumo_ev": [-13.33, -13.32], "e_tot_ha": -501.7432, "gap_ev": [4.56, 7.45], "de_lowest_kcal_mol": 89.26, "multiplicity": 2}